Record 1
Here is the molecule C4H3N3O at a distorted geometry from OMol25. Energies are from wB97M-V/def2-TZVPD.

The geometry in XYZ format:
```
11
Properties=species:S:1:pos:R:3:forces:R:3
C 2.204549 -0.348402 -0.151856 3.5 2.4 2.2
C 0.778772 -0.100972 -0.384578 1.4 -1.3 1.1
C 0.143224 1.045907 -0.144929 1.7 0.5 -1.0
C -1.163591 -1.288693 0.055904 0.3 -2.2 1.9
H 0.691484 2.052051 -0.003774 -1.2 -1.9 -0.2
H -1.580004 1.713811 0.298924 -0.8 -0.1 -0.3
H -1.418971 -2.332808 0.446693 -0.2 1.8 -0.7
N 3.303942 -0.131439 0.279023 -4.5 -1.5 -2.2
N -1.240797 0.953104 -0.279742 -0.3 0.7 1.4
N -1.773613 -0.249199 0.335610 -1.8 1.4 -0.2
O 0.055007 -1.313365 -0.451270 1.9 0.1 -2.0
```
Positions in Å, forces in eV/Å.

## Properties
Relative energy (zero: lowest compared OMol25 entry of this formula, charge and spin): 2.6707 eV
E_HOMO: -0.3297 hartree
Gap between HOMO and LUMO: 9.3 eV
LUMO: 0.011 hartree
Largest force on an atom: 5.24 eV/A
E: -393.62126 a.u.
Charge: 0

=====

Record 2
Here is a structure of composition C16H21N6O3ReSSbSe4 from OMol25. Energies are from wB97M-V/def2-TZVPD.

The geometry in XYZ format:
```
53
Properties=species:S:1:pos:R:3:forces:R:3
Re 0.483764 0.809430 -1.182163 0.2 -0.1 -0.2
C 0.814591 -2.980902 -3.363844 0.0 0.0 0.0
C 0.415472 -1.661666 -2.799829 0.0 -0.1 0.0
N 0.983679 -1.112835 -1.780971 0.0 0.1 0.0
N 2.130720 -1.669646 -1.232381 0.1 0.1 0.0
C 3.062680 -0.801412 -0.821948 -0.1 -0.2 0.0
N 4.208572 -1.200002 -0.344154 0.0 0.0 0.0
S 2.713038 0.934564 -0.917380 -0.1 0.3 0.0
C -0.584007 -0.771280 -3.423107 -0.1 0.0 -0.1
C -1.451412 -1.173027 -4.413636 0.0 0.0 0.0
C -2.287972 -0.230116 -5.011745 0.0 0.0 0.0
C -2.218749 1.088313 -4.605421 0.0 0.0 0.0
C -1.341549 1.425009 -3.586785 0.0 0.0 0.0
N -0.540741 0.527069 -3.003985 0.0 0.0 0.1
H 1.877690 -2.978418 -3.619935 0.0 0.0 0.0
H 0.629379 -3.784024 -2.645213 0.0 0.0 0.0
H 0.268980 -3.216973 -4.270432 0.0 0.0 0.0
H 2.267940 -2.671906 -1.274769 0.0 0.0 0.0
H 4.473236 -2.172977 -0.255359 0.0 0.0 0.0
H 4.873511 -0.512561 -0.012121 0.0 0.0 0.0
H -1.491346 -2.205895 -4.726292 0.0 0.0 0.0
H -2.978539 -0.533466 -5.787712 0.0 0.0 0.0
H -2.841963 1.849413 -5.052964 0.0 0.0 0.0
H -1.275599 2.437289 -3.213035 0.0 0.0 0.0
Se -2.353967 5.439988 0.576225 0.1 0.1 -0.1
Sb -1.020454 6.634076 -1.151634 -0.1 0.0 0.1
Se 0.009264 3.106757 -0.361668 0.1 0.0 0.0
Se -2.298671 3.214712 -0.171235 -0.2 0.0 0.0
Se 0.203994 4.740582 -2.138246 0.1 0.1 -0.1
C -0.508836 2.384692 3.607306 0.0 0.0 -0.1
C 0.023830 1.091469 4.211134 0.0 0.0 0.0
C -0.067353 -0.124354 3.257510 0.0 0.1 0.0
C 0.520939 -1.378193 3.939421 0.0 0.0 0.0
C 0.502023 -2.613085 3.047456 0.0 0.0 0.0
C -1.546909 -0.387446 2.996034 0.0 0.0 0.1
O -2.332827 -0.646132 3.854370 0.1 0.0 -0.1
N -2.011489 -0.290184 1.652648 0.0 0.0 -0.1
C -1.198683 0.039662 0.650559 0.2 0.0 0.0
O -1.564151 0.260015 -0.555894 0.0 0.2 0.3
N 0.120409 0.206611 0.796371 -0.3 0.0 -0.1
C 0.779189 0.195815 2.027573 -0.2 -0.2 0.1
O 1.955091 0.435870 2.093689 0.2 -0.1 0.0
H -0.414490 3.204772 4.317342 0.0 0.0 0.0
H -1.567225 2.305208 3.342421 0.0 0.0 0.0
H 0.060223 2.670242 2.712750 0.0 0.0 0.0
H -0.535489 0.834082 5.110311 0.0 0.0 0.0
H 1.071439 1.204306 4.489264 0.0 0.0 0.0
H -0.061707 -1.553819 4.843364 0.0 0.0 0.0
H 1.538676 -1.133316 4.242171 0.0 0.0 0.0
H -0.512603 -2.879748 2.739969 0.0 0.0 0.0
H 0.910046 -3.472012 3.577193 0.0 0.0 0.0
H 1.111184 -2.461269 2.149563 0.0 0.0 0.0
H -3.002818 -0.423290 1.489223 0.0 0.0 0.0
```
Positions in Å, forces in eV/Å.

## Properties
Relative energy (zero: lowest compared OMol25 entry of this formula, charge and spin): 0.0000 eV
E_HOMO: -0.6122 hartree
Gap between HOMO and LUMO: 5.5 eV
LUMO: -0.409 hartree
Largest force on an atom: 0.32 eV/A
E: -11498.19369 a.u.
Charge: +3